a.
# C51H43IrN2S3Sb

A molecular structure, C51H43IrN2S3Sb (ωB97M-V with the def2-TZVPD basis set, the OMol25 dataset).

Each line ends with the Mulliken charge.
Geometry (Å):
Ir (0.132, -0.840, 0.604)  0.457
S (1.454, -2.179, -0.651)  -0.504
C (0.706, -3.676, -0.529)  0.875
N (1.301, -4.828, -0.877)  0.108
C (0.580, -6.092, -0.809)  -0.970
C (-0.291, -6.096, 0.421)  -0.546
N (-1.191, -4.950, 0.337)  0.130
C (-2.560, -5.061, 0.861)  -1.893
C (-2.714, -4.547, 2.275)  0.897
C (-3.673, -3.578, 2.540)  -0.267
C (-3.835, -3.071, 3.820)  -0.349
C (-3.027, -3.528, 4.849)  -0.511
C (-2.070, -4.502, 4.597)  -0.899
C (-1.918, -5.014, 3.315)  -0.241
C (-0.712, -3.756, -0.015)  -0.372
S (-1.636, -2.366, 0.139)  0.083
C (2.732, -4.920, -1.192)  -1.554
C (3.473, -5.600, -0.067)  0.701
C (4.058, -6.846, -0.249)  -0.273
C (4.708, -7.478, 0.804)  -0.617
C (4.772, -6.865, 2.045)  -0.409
C (4.189, -5.617, 2.232)  -0.778
C (3.544, -4.986, 1.182)  -0.163
H (1.309, -6.899, -0.761)  0.459
H (-0.028, -6.222, -1.709)  0.332
H (0.325, -6.029, 1.323)  0.294
H (-0.889, -7.004, 0.473)  0.506
H (-2.840, -6.111, 0.777)  0.582
H (-3.218, -4.492, 0.204)  0.581
H (-4.291, -3.211, 1.729)  0.286
H (-4.583, -2.313, 4.011)  0.436
H (-3.146, -3.129, 5.849)  0.452
H (-1.444, -4.869, 5.399)  0.419
H (-1.173, -5.782, 3.137)  0.375
H (3.111, -3.916, -1.363)  0.522
H (2.842, -5.478, -2.124)  0.418
H (4.013, -7.325, -1.221)  0.388
H (5.165, -8.447, 0.652)  0.387
H (5.279, -7.354, 2.865)  0.392
H (4.246, -5.132, 3.198)  0.422
H (3.097, -4.009, 1.328)  0.503
S (-0.745, -0.321, 2.720)  -0.718
Sb (-2.475, 1.172, 2.420)  1.841
C (-4.053, 0.817, 3.763)  0.638
C (-5.379, 0.908, 3.355)  -0.406
C (-6.396, 0.635, 4.260)  -0.667
C (-6.088, 0.279, 5.565)  -0.501
C (-4.763, 0.193, 5.974)  -0.609
C (-3.743, 0.456, 5.072)  -0.827
C (-3.305, 1.040, 0.499)  0.561
C (-4.149, -0.026, 0.203)  -0.645
C (-4.637, -0.180, -1.086)  -0.533
C (-4.278, 0.725, -2.074)  -0.683
C (-3.436, 1.787, -1.778)  -0.607
C (-2.946, 1.949, -0.490)  -0.551
C (-1.865, 3.153, 2.746)  0.382
C (-0.772, 3.656, 2.045)  -0.423
C (-0.342, 4.951, 2.291)  -0.849
C (-0.990, 5.730, 3.239)  -0.711
C (-2.071, 5.221, 3.944)  -0.732
C (-2.514, 3.929, 3.699)  -0.411
H (-5.627, 1.195, 2.340)  0.458
H (-7.429, 0.706, 3.945)  0.416
H (-6.883, 0.069, 6.268)  0.400
H (-4.525, -0.082, 6.992)  0.431
H (-2.709, 0.365, 5.388)  0.442
H (-4.416, -0.746, 0.969)  0.451
H (-5.295, -1.007, -1.319)  0.452
H (-4.657, 0.603, -3.080)  0.400
H (-3.159, 2.492, -2.551)  0.435
H (-2.294, 2.784, -0.264)  0.366
H (-0.236, 3.035, 1.333)  0.401
H (0.511, 5.345, 1.753)  0.517
H (-0.646, 6.737, 3.433)  0.424
H (-2.572, 5.829, 4.687)  0.422
H (-3.362, 3.537, 4.249)  0.471
C (1.326, 0.579, 0.753)  -1.715
C (2.111, 1.556, 0.799)  1.533
C (2.913, 2.631, 0.874)  0.510
C (3.758, 2.977, -0.288)  0.236
C (3.253, 2.816, -1.578)  -0.585
C (4.041, 3.106, -2.678)  -0.694
C (5.350, 3.533, -2.504)  -0.452
C (5.869, 3.672, -1.224)  -0.763
C (5.077, 3.405, -0.120)  -0.132
C (2.915, 3.468, 2.090)  0.664
C (3.349, 4.797, 2.058)  -0.165
C (3.263, 5.590, 3.191)  -0.880
C (2.746, 5.069, 4.369)  -0.508
C (2.308, 3.751, 4.410)  -0.653
C (2.387, 2.958, 3.281)  -0.498
H (2.237, 2.466, -1.703)  0.449
H (3.635, 2.993, -3.675)  0.400
H (5.968, 3.751, -3.365)  0.396
H (6.895, 3.987, -1.085)  0.395
H (5.488, 3.501, 0.876)  0.513
H (3.727, 5.220, 1.138)  0.537
H (3.596, 6.619, 3.152)  0.406
H (2.683, 5.689, 5.254)  0.435
H (1.902, 3.342, 5.327)  0.443
H (2.037, 1.933, 3.303)  0.435

The value obtained for the HOMO-LUMO gap is 6.07 eV. Its net charge is +1.


b.
# C51H43IrN2S3Sb

A molecular structure, C51H43IrN2S3Sb (ωB97M-V with the def2-TZVPD basis set, the OMol25 dataset).

Each line ends with the Mulliken charge.
Geometry (Å):
Ir (0.120, 0.106, -1.391)  0.697
S (1.832, -1.511, -1.913)  -0.482
C (0.974, -3.013, -1.831)  0.509
N (1.682, -4.158, -1.991)  0.084
C (0.962, -5.406, -2.081)  -1.083
C (-0.198, -5.377, -1.089)  -0.673
N (-1.041, -4.249, -1.406)  0.246
C (-2.479, -4.382, -1.363)  -2.087
C (-3.084, -4.232, 0.020)  1.010
C (-4.104, -3.319, 0.258)  -0.312
C (-4.705, -3.244, 1.504)  -0.691
C (-4.287, -4.068, 2.535)  -0.455
C (-3.255, -4.964, 2.312)  -0.917
C (-2.662, -5.044, 1.066)  -0.102
C (-0.420, -3.061, -1.652)  -0.098
S (-1.392, -1.652, -1.771)  0.163
C (3.113, -4.250, -1.793)  -1.341
C (3.396, -5.002, -0.515)  0.634
C (3.942, -6.279, -0.542)  -0.289
C (4.184, -6.963, 0.638)  -0.645
C (3.873, -6.376, 1.853)  -0.404
C (3.300, -5.114, 1.887)  -0.787
C (3.059, -4.432, 0.707)  -0.270
H (1.646, -6.220, -1.837)  0.436
H (0.583, -5.548, -3.102)  0.366
H (0.211, -5.267, -0.074)  0.348
H (-0.778, -6.299, -1.150)  0.581
H (-2.738, -5.376, -1.754)  0.456
H (-2.913, -3.630, -2.031)  0.751
H (-4.454, -2.687, -0.546)  0.453
H (-5.509, -2.542, 1.673)  0.445
H (-4.771, -4.025, 3.499)  0.432
H (-2.911, -5.610, 3.106)  0.416
H (-1.880, -5.768, 0.903)  0.382
H (3.516, -3.238, -1.738)  0.499
H (3.556, -4.762, -2.654)  0.377
H (4.192, -6.734, -1.489)  0.414
H (4.617, -7.952, 0.604)  0.395
H (4.067, -6.909, 2.773)  0.394
H (3.046, -4.660, 2.834)  0.422
H (2.616, -3.446, 0.735)  0.583
S (-0.152, 0.343, 1.050)  -0.649
Sb (-2.033, 1.706, 0.856)  1.480
C (-3.190, 1.035, 2.518)  0.327
C (-4.525, 0.694, 2.387)  -0.309
C (-5.195, 0.167, 3.478)  -0.640
C (-4.533, -0.017, 4.681)  -0.520
C (-3.201, 0.347, 4.808)  -0.789
C (-2.523, 0.871, 3.722)  -0.524
C (-3.026, 1.416, -1.037)  0.192
C (-3.836, 0.308, -1.228)  -0.383
C (-4.393, 0.090, -2.478)  -0.341
C (-4.102, 0.943, -3.529)  -0.685
C (-3.276, 2.037, -3.334)  -0.666
C (-2.741, 2.284, -2.079)  -0.252
C (-1.394, 3.729, 1.181)  0.442
C (-0.552, 4.331, 0.261)  -0.143
C (-0.147, 5.639, 0.466)  -0.775
C (-0.587, 6.328, 1.583)  -0.700
C (-1.393, 5.702, 2.519)  -0.674
C (-1.802, 4.394, 2.324)  -0.504
H (-5.041, 0.847, 1.448)  0.478
H (-6.236, -0.106, 3.390)  0.447
H (-5.057, -0.441, 5.525)  0.421
H (-2.687, 0.218, 5.748)  0.423
H (-1.477, 1.147, 3.801)  0.442
H (-4.021, -0.384, -0.417)  0.262
H (-5.039, -0.761, -2.642)  0.449
H (-4.533, 0.764, -4.501)  0.407
H (-3.038, 2.696, -4.156)  0.448
H (-2.118, 3.156, -1.911)  0.354
H (-0.184, 3.780, -0.594)  0.171
H (0.503, 6.120, -0.251)  0.453
H (-0.295, 7.355, 1.732)  0.423
H (-1.708, 6.238, 3.402)  0.427
H (-2.434, 3.903, 3.054)  0.458
C (1.156, 1.738, -1.679)  -0.693
C (2.006, 2.614, -1.484)  0.885
C (2.898, 3.629, -1.212)  0.068
C (3.640, 4.191, -2.331)  0.101
C (3.002, 4.501, -3.538)  -0.429
C (3.722, 5.016, -4.597)  -0.712
C (5.094, 5.185, -4.493)  -0.450
C (5.739, 4.855, -3.311)  -0.784
C (5.022, 4.377, -2.234)  -0.265
C (3.090, 4.039, 0.156)  0.599
C (3.740, 5.236, 0.502)  -0.168
C (3.861, 5.612, 1.825)  -0.897
C (3.342, 4.813, 2.835)  -0.479
C (2.700, 3.626, 2.510)  -0.714
C (2.570, 3.244, 1.194)  -0.309
H (1.934, 4.361, -3.627)  0.449
H (3.215, 5.292, -5.509)  0.397
H (5.661, 5.566, -5.329)  0.403
H (6.808, 4.973, -3.229)  0.397
H (5.524, 4.091, -1.322)  0.522
H (4.132, 5.876, -0.276)  0.562
H (4.357, 6.539, 2.074)  0.421
H (3.444, 5.109, 3.868)  0.437
H (2.308, 2.993, 3.293)  0.453
H (2.093, 2.307, 0.948)  0.398

The value obtained for the HOMO-LUMO gap (alpha / beta) is 4.55 / 4.50 eV. Its net charge is +1.


Which one sits at the bottom of the stability order? b does.


a.
# C2H3N3OS

C2H3N3OS in the gas phase (ωB97M-V with the def2-TZVPD basis set, the OMol25 dataset).

Each line ends with the Mulliken charge.
Geometry (Å):
O (0.031, 1.924, -0.147)  -0.512
C (0.236, 0.588, -0.102)  0.451
N (1.438, -0.128, -0.111)  0.250
N (1.166, -1.413, -0.091)  -0.535
N (-0.065, -1.617, -0.140)  -0.209
C (-0.714, -0.382, -0.066)  0.117
S (-2.436, -0.151, -0.130)  -0.290
H (0.756, 2.436, 0.351)  0.354
H (2.407, 0.093, -0.020)  0.214
H (-2.819, -1.349, 0.455)  0.160

The value obtained for the HOMO-LUMO gap is 8.68 eV.


b.
# C2H3N3OS

C2H3N3OS in the gas phase (ωB97M-V with the def2-TZVPD basis set, the OMol25 dataset).

Each line ends with the Mulliken charge.
Geometry (Å):
C (0.577, -1.033, -0.787)  -0.796
N (-0.268, -0.134, 0.068)  0.190
O (0.312, -0.402, 1.338)  -0.175
N (-0.200, 0.574, 2.266)  0.033
N (-0.888, 1.414, 1.526)  -0.211
C (-0.654, 1.091, 0.175)  0.302
S (-0.868, 2.079, -1.191)  -0.328
H (1.606, -1.078, -0.514)  0.342
H (-0.072, -1.910, -1.043)  0.305
H (0.457, -0.602, -1.839)  0.338

The value obtained for the HOMO-LUMO gap is 7.72 eV.


Which one sits at the bottom of the stability order? b does.